(1)
ORCA calculation (ωB97M-V/def2-TZVPD) on a molecular structure, C10H18N3O2.

The value obtained for the max |F| is 4.4 eV/A. The net charge is +1. The value obtained for the LUMO energy is -3.263 eV. For the energy relative to the best compared isomer or geometry (same formula, charge and spin), the calculation gives 417.2 kJ/mol. As for the spin multiplicity: 1.

Last column: Mulliken charge in e.
Atoms and positions in Å:
O 2.132 0.825 1.034  -0.447
O 0.524 -2.740 0.432  -0.624
N 0.725 -0.534 -0.047  0.239
N -2.541 1.090 1.203  -0.492
N -3.754 -0.654 -0.354  -0.120
C 1.078 1.689 0.679  -0.759
C 0.119 0.837 -0.149  0.741
C 2.171 -0.334 0.192  1.348
C -1.444 -1.214 0.602  -0.691
C 0.057 -1.612 0.354  0.385
C 2.862 -1.431 0.943  -2.052
C -0.133 1.308 -1.545  -1.823
C -2.267 -0.629 -0.544  -0.452
C -1.648 0.291 0.447  0.523
C 2.794 -0.001 -1.126  -1.182
H 3.862 0.387 -0.862  0.324
H -4.425 -0.412 -1.029  0.347
H 2.288 0.812 -1.536  0.263
H -0.938 1.951 -1.602  0.379
H -1.742 -0.682 -1.535  0.238
H 0.744 2.079 1.672  0.244
H 3.905 -1.223 1.251  0.380
H -4.138 -1.588 -0.081  0.335
H -1.860 -1.740 1.470  0.450
H -2.449 1.069 2.191  0.226
H -2.487 1.997 0.947  0.196
H -0.256 0.489 -2.163  0.462
H 2.457 -1.416 1.873  0.571
H 2.745 -2.345 0.414  0.426
H -3.697 0.075 0.405  0.448
H 3.013 -0.785 -1.946  0.277
H 0.817 1.865 -1.805  0.529
H 1.488 2.578 0.215  0.313


(2)
ORCA calculation (ωB97M-V/def2-TZVPD) on a molecular structure, C10H18NP2.

The value obtained for the max |F| is 2.9 eV/A. The net charge is +1. The value obtained for the LUMO energy is -4.675 eV. For the energy relative to the best compared isomer or geometry (same formula, charge and spin), the calculation gives 184.4 kJ/mol. As for the spin multiplicity: 1.

Last column: Mulliken charge in e.
Atoms and positions in Å:
P -1.661 -0.530 -0.691  0.034
P 1.431 0.195 1.444  -0.020
N -0.077 -3.133 0.586  -0.263
C 1.412 0.078 -1.326  -0.862
C 2.606 -0.865 -0.808  -0.675
C 2.973 -0.170 0.442  -0.742
C -1.307 1.717 0.802  -1.218
C -0.746 1.999 -1.751  -1.425
C -0.789 1.082 -0.458  1.679
C -0.138 -4.261 0.404  -0.189
C 0.348 0.115 -0.180  0.208
C -2.589 -0.341 1.018  -0.760
C -2.718 1.208 1.141  -0.773
H 1.060 -0.420 -2.214  0.391
H -3.448 1.489 0.472  0.359
H 0.009 -5.271 0.512  0.389
H 3.456 -1.025 -1.475  0.379
H 3.709 -0.766 0.983  0.448
H -2.775 1.769 2.042  0.429
H -0.737 1.438 1.708  0.272
H -0.103 -0.925 0.037  -0.276
H 2.208 -1.833 -0.695  0.345
H -1.126 2.737 0.663  0.590
H -1.555 2.743 -1.992  0.323
H 0.173 2.524 -1.655  0.386
H 1.235 -1.125 1.984  0.066
H 1.833 1.118 -1.437  0.280
H -0.717 1.321 -2.573  0.463
H -3.528 -0.839 1.016  0.549
H 3.522 0.742 0.166  0.334
H -1.962 -0.772 1.834  0.277


(3)
ORCA calculation (ωB97M-V/def2-TZVPD) on a molecular structure, C10H19AlF3O4.

The value obtained for the max |F| is 5.2 eV/A. The net charge is -1. The value obtained for the LUMO energy is 2.441 eV. For the energy relative to the best compared isomer or geometry (same formula, charge and spin), the calculation gives 391.9 kJ/mol. As for the spin multiplicity: 1.

Last column: Mulliken charge in e.
Atoms and positions in Å:
Al -1.114 0.632 -0.883  -0.066
F -3.418 -2.739 -4.047  -0.307
F -1.490 -5.138 -3.557  -0.251
F -0.972 -3.754 -1.409  -0.203
O 1.411 1.656 -0.026  -0.282
O 2.996 2.204 1.646  -0.352
O 2.729 1.410 4.362  -0.506
O -3.308 -0.687 0.571  -0.413
C -1.834 -0.552 0.630  -0.297
C -2.062 -2.598 -3.419  0.300
C -2.016 0.051 -2.631  -0.545
C -3.931 0.630 0.804  -0.580
C -1.247 -1.142 -3.451  -0.262
C -1.496 -3.854 -2.814  0.121
C 0.936 0.552 -0.891  -0.337
C 4.226 1.635 2.217  -0.333
C 4.104 1.239 3.811  -0.276
C 2.056 1.150 1.200  -0.164
H -3.115 -0.330 -2.392  0.197
H 2.298 0.504 4.217  0.314
H 4.837 1.904 4.476  0.240
H -0.104 -1.275 -3.139  0.226
H 5.086 2.461 2.153  0.265
H 4.468 0.110 3.909  0.197
H -2.084 1.008 -3.330  0.236
H -1.372 -1.625 0.691  0.208
H 1.304 0.816 -1.985  0.083
H -1.248 -0.821 -4.600  0.281
H -1.536 2.128 -0.590  -0.341
H -4.720 0.588 1.696  0.219
H -4.533 1.010 -0.144  0.159
H 1.239 1.062 2.067  0.147
H -1.586 -0.003 1.657  0.270
H 2.625 0.134 1.065  0.260
H 1.352 -0.502 -0.593  0.271
H 4.650 0.699 1.646  0.295
H -3.130 1.436 1.085  0.226


(4)
ORCA calculation (ωB97M-V/def2-TZVPD) on a molecular structure, C10H19BBeCsFLiNO4.

The value obtained for the max |F| is 10.5 eV/A. The value obtained for the LUMO energy is -5.903 eV. For the energy relative to the best compared isomer or geometry (same formula, charge and spin), the calculation gives 0.0 kJ/mol. As for the spin multiplicity: 1.

Last column: Mulliken charge in e.
Atoms and positions in Å:
Cs 4.010 4.415 -0.877  0.964
F 4.324 0.045 1.728  -0.703
O 1.601 3.647 -1.932  -0.678
O 5.619 0.824 -3.756  -0.573
O -1.948 5.872 -2.421  -0.503
O 0.501 2.494 -0.245  -0.749
N 0.294 1.195 2.513  -0.499
C 1.160 0.441 1.576  -0.364
C 2.538 2.580 -1.593  -1.334
C -2.401 -4.829 0.297  -0.077
C -3.746 -5.051 0.566  -0.579
C 2.242 1.373 0.918  -0.788
C -2.483 -2.774 1.539  -0.221
C -1.767 -3.694 0.783  -0.626
C -3.832 -2.989 1.802  -0.541
C 1.677 1.677 -0.551  0.612
C -4.463 -4.128 1.317  -0.317
B 0.241 3.126 -1.586  0.838
Be -1.503 -5.653 -1.890  -0.141
Li -1.238 1.108 0.817  0.840
H 3.282 0.848 0.920  0.441
H -4.391 -2.268 2.387  0.359
H -1.175 5.493 -2.850  0.300
H -0.716 -3.526 0.573  0.389
H -0.692 1.024 2.304  0.046
H 2.553 1.918 -2.540  0.304
H -0.628 3.935 -1.342  -0.222
H -0.097 2.161 -2.227  -0.226
H -1.835 -5.558 -0.306  0.491
H 1.478 0.677 -1.017  0.161
H 1.620 -0.480 2.011  0.362
H -1.989 -1.887 1.923  0.537
H -5.512 -4.297 1.524  0.364
H 0.435 2.205 2.456  0.340
H 4.668 0.814 -3.929  0.277
H 3.650 2.831 -1.369  0.966
H 0.495 0.075 0.717  -0.042
H -4.235 -5.942 0.189  0.369
H 2.265 2.298 1.570  0.222


(5)
ORCA calculation (ωB97M-V/def2-TZVPD) on a molecular structure, C10H19BClN2.

The value obtained for the max |F| is 5.6 eV/A. The net charge is +1. The value obtained for the LUMO energy is -4.889 eV. For the energy relative to the best compared isomer or geometry (same formula, charge and spin), the calculation gives 149.6 kJ/mol. As for the spin multiplicity: 1.

Last column: Mulliken charge in e.
Atoms and positions in Å:
Cl -2.643 -3.609 4.864  -0.107
N -2.739 -5.437 0.238  0.120
N -0.374 -4.959 4.828  0.084
C -3.417 -5.234 -0.906  1.139
C -1.522 -7.184 -0.895  -0.762
C -3.189 -5.967 -2.093  -0.774
C -1.567 -4.768 4.090  0.163
C -1.790 -6.388 0.239  0.783
C -1.038 -6.640 1.520  -1.114
C -0.007 -4.321 6.097  -0.915
C -2.233 -6.972 -2.090  -0.615
C -4.494 -4.188 -1.015  -1.386
C 0.515 -6.014 4.354  -0.858
B -2.954 -4.575 1.621  -0.018
H -4.072 -3.182 -0.820  0.342
H -1.709 -6.933 2.319  0.349
H -3.781 -5.762 -2.973  0.339
H -5.308 -4.410 -0.290  0.333
H -0.323 -7.457 1.376  0.406
H -2.008 -4.585 2.739  -0.106
H -0.436 -5.760 1.841  0.115
H -0.558 -4.670 6.995  0.341
H -2.817 -3.468 1.269  -0.090
H -2.067 -5.834 4.175  0.337
H 1.027 -4.549 6.299  0.363
H -4.927 -4.199 -2.045  0.348
H -2.046 -7.580 -2.947  0.458
H -4.114 -4.830 1.891  -0.044
H -0.076 -3.213 6.088  0.344
H 1.371 -6.080 5.034  0.384
H -0.794 -7.962 -0.777  0.396
H 0.880 -5.752 3.355  0.325
H -0.015 -6.981 4.317  0.319


(6)
ORCA calculation (ωB97M-V/def2-TZVPD) on a molecular structure, C10H19BrN3O2Ti.

The value obtained for the max |F| is 2.2 eV/A. The value obtained for the LUMO energy (spin up / spin down) is -1.732 / -1.805 eV. For the energy relative to the best compared isomer or geometry (same formula, charge and spin), the calculation gives 0.0 kJ/mol. As for the spin multiplicity: 4.

Last column: Mulliken charge in e.
Atoms and positions in Å:
Br -0.575 1.938 -1.414  -0.451
Ti 1.046 3.291 -3.366  0.520
O -2.601 -2.762 -0.598  -0.678
O 3.175 -1.759 -1.673  -0.649
N -2.416 -0.670 0.152  0.059
N 1.710 -0.384 -2.654  0.005
N -0.164 1.352 1.961  0.320
C 2.715 -0.627 -1.785  0.728
C -0.026 1.160 4.152  -0.538
C 0.284 2.492 3.832  -0.370
C -3.859 -0.545 0.293  -1.046
C -1.878 -1.837 -0.249  0.601
C 0.250 2.565 2.448  -0.528
C 3.114 0.430 -0.752  -0.819
C -0.340 0.471 3.021  -0.366
C -0.380 -1.973 -0.229  -0.397
C 1.093 -1.375 -3.497  -0.924
H 4.169 0.350 -0.490  0.361
H 1.593 -1.609 -4.437  0.295
H -4.099 0.459 0.643  0.359
H 0.863 -2.289 -2.952  0.246
H -4.393 -0.731 -0.638  0.298
H 0.239 0.694 5.091  0.338
H -4.305 -1.204 1.038  0.318
H 0.193 3.384 1.746  0.355
H -0.501 -0.564 2.773  0.310
H 0.101 -1.002 -0.376  -0.082
H 0.131 -0.932 -3.767  0.350
H -0.076 -2.606 -1.059  0.204
H 0.531 3.277 4.525  0.399
H 2.617 0.137 0.171  0.159
H 2.972 1.426 -1.172  0.211
H 1.213 0.491 -2.576  0.055
H -1.942 0.217 0.107  0.054
H -0.081 -2.386 0.733  0.287
H -0.371 1.124 1.001  0.018


(7)
ORCA calculation (ωB97M-V/def2-TZVPD) on 2 unconnected molecules or ions with the total composition C10H19BrSi.

The value obtained for the max |F| is 4.5 eV/A. The value obtained for the LUMO energy is 0.051 eV. For the energy relative to the best compared isomer or geometry (same formula, charge and spin), the calculation gives 202.2 kJ/mol. As for the spin multiplicity: 1.

Last column: Mulliken charge in e.
Atoms and positions in Å:
Br -0.296 2.875 0.842  -0.304
Si -0.381 0.781 0.002  0.360
C -1.620 -0.514 0.701  1.543
C 2.906 -0.595 1.619  -0.078
C 0.784 2.908 -2.346  -0.643
C -0.471 0.886 -1.968  -0.647
C -1.916 -1.480 -0.382  -1.586
C -0.383 2.311 -2.307  -0.436
C -1.112 -1.266 1.998  -1.459
C 2.302 0.092 0.491  -0.782
C 4.001 -1.331 1.914  -0.836
C -2.881 0.296 1.114  -1.560
H -2.628 0.781 2.107  0.419
H 2.431 1.220 0.650  0.240
H -3.778 -0.428 1.392  0.310
H 2.526 -0.158 2.607  0.147
H 0.282 0.251 -2.482  0.435
H -2.254 -0.915 -1.357  0.313
H -1.415 0.537 -2.140  0.400
H -0.950 -1.998 -0.626  0.389
H -1.248 -0.491 2.955  0.286
H 1.630 2.346 -2.090  0.264
H 4.593 -1.631 1.178  0.349
H -0.104 -1.570 1.956  0.345
H 4.246 -1.827 2.866  0.233
H -3.251 1.075 0.361  0.322
H 0.958 3.930 -2.828  0.227
H -1.284 2.890 -2.336  0.385
H -1.813 -2.084 2.216  0.424
H -2.648 -2.237 -0.169  0.444
H 2.342 -0.375 -0.398  0.498